No. 1
Computed, not measured: a gas-phase ion, C7H12 (charge +1) at a distorted geometry, with ωB97M-V with the def2-TZVPD basis set.

Net charge = +1
Orbital gap (alpha / beta) = 10.297 / 6.786 eV
Electronic energy = -273.545072 hartree
2S+1 = 2

Atoms and positions in Å:
C -0.353 -0.368 2.323
C -0.452 0.399 0.985
C -0.466 -0.441 -0.234
C -0.224 0.191 -1.469
C 0.359 1.530 -1.676
C 1.682 1.615 -1.628
C -0.670 -1.885 -0.190
H 0.335 0.138 2.988
H -0.003 -1.394 2.230
H -1.307 -0.377 2.852
H -1.357 1.017 1.035
H 0.386 1.096 0.897
H -0.310 -0.340 -2.417
H -0.245 2.426 -1.790
H 2.241 2.515 -1.844
H 2.285 0.767 -1.338
H -0.881 -2.302 -1.181
H -1.382 -2.315 0.510
H 0.362 -2.270 -0.055

natural (NBO) atomic charge list, values in e, 5 entries:
1. C -0.619
2. C -0.523
3. C 0.324
4. C 0.087
5. C -0.323

***

No. 2
Computed, not measured: C4H5NO2 in the gas phase, with ωB97M-V with the def2-TZVPD basis set.

SMILES string = O=CC(=O)N1CC1
Orbital gap = 9.811 eV
Electronic energy = -360.594386 hartree

Atoms and positions in Å:
O 1.714 1.565 0.900
C 1.992 0.498 0.418
C 0.963 -0.548 -0.021
O 1.366 -1.455 -0.714
N -0.317 -0.400 0.480
C -1.515 -0.726 -0.275
C -1.131 0.700 0.014
H 3.031 0.158 0.213
H -2.375 -1.172 0.223
H -1.375 -1.205 -1.245
H -0.787 1.310 -0.821
H -1.566 1.273 0.829

natural (NBO) atomic charge list, values in e, 5 entries:
1. O -0.473
2. C 0.352
3. C 0.566
4. O -0.534
5. N -0.427

***

No. 3
Computed, not measured: C5H7FO in the gas phase at a distorted geometry, with ωB97M-V with the def2-TZVPD basis set.

SMILES string = C=C1COC[C@@H]1F
Orbital gap = 10.769 eV
Electronic energy = -369.771733 hartree

Atoms and positions in Å:
C -0.374 -0.747 0.418
C 0.909 -1.139 -0.302
C 1.078 1.131 0.029
C -0.380 0.747 0.184
C -1.430 1.496 -0.140
H -0.463 -1.001 1.501
H 1.365 -2.078 -0.041
H 0.635 -1.127 -1.392
H 1.278 1.596 -0.924
H 1.539 1.761 0.836
H -1.330 2.549 -0.436
H -2.430 1.018 -0.131
O 1.814 -0.076 0.052
F -1.547 -1.226 -0.107

natural (NBO) atomic charge list, values in e, 5 entries:
1. C 0.148
2. C -0.102
3. C -0.110
4. C -0.059
5. C -0.377

***

No. 4
Computed, not measured: 2 unconnected molecules or ions with the total composition C5H14N6O at a distorted geometry, with ωB97M-V with the def2-TZVPD basis set.

SMILES string = [H]/N=C\NN/C=N\[H].[H]/N=C(\CO)NC
Orbital gap = 9.407 eV
Electronic energy = -602.622613 hartree

Atoms and positions in Å:
C 2.243 -0.911 -0.264
C 0.046 -1.548 -1.134
C -0.881 -2.733 -1.460
C -0.471 1.227 2.537
C 0.187 2.745 -0.448
H 2.676 -0.527 -1.204
H 3.070 -1.373 0.310
H 1.852 -0.070 0.318
H 1.544 -2.837 -0.676
H -1.007 -0.183 -1.959
H -1.826 -2.506 -0.939
H -1.103 -2.734 -2.537
H -0.432 -4.109 -0.182
H -1.352 -0.438 2.727
H 0.181 2.005 2.935
H -0.769 0.749 0.589
H -1.346 3.394 0.664
H 0.692 1.772 -0.578
H 0.008 4.541 -1.017
N 1.197 -1.898 -0.483
N -0.234 -0.289 -1.283
N -0.732 0.198 3.241
N -0.925 1.535 1.223
N -0.550 2.785 0.762
N 0.474 3.658 -1.271
O -0.443 -4.036 -1.144

natural (NBO) atomic charge list, values in e, 5 entries:
1. C -0.415
2. C 0.446
3. C -0.139
4. C 0.277
5. C 0.261

***

No. 5
Computed, not measured: a molecular structure, C22H23BrF3N5O2S4V at a distorted geometry, with ωB97M-V with the def2-TZVPD basis set.

Net charge = +2
Orbital gap (alpha / beta) = 5.601 / 6.290 eV
Electronic energy = -6686.266791 hartree
2S+1 = 2

Atoms and positions in Å:
V -0.146 -0.242 0.010
C 3.939 0.176 -1.186
C 3.759 1.110 0.002
S 2.054 1.391 0.596
C 1.665 2.968 -0.165
C 1.459 2.865 -1.665
S 0.127 1.699 -2.012
C 0.713 0.910 -3.535
C 0.217 -0.521 -3.669
S 0.870 -1.604 -2.384
C 2.517 -1.900 -3.102
C 3.578 -2.414 -2.140
S 3.747 -1.511 -0.595
H 4.937 0.328 -1.602
H 3.204 0.409 -1.956
H 4.132 2.111 -0.221
H 4.317 0.749 0.866
H 2.457 3.679 0.072
H 0.764 3.330 0.334
H 2.364 2.520 -2.165
H 1.194 3.838 -2.079
H 1.802 0.943 -3.518
H 0.369 1.516 -4.374
H 0.507 -0.920 -4.642
H -0.870 -0.569 -3.639
H 2.846 -0.968 -3.562
H 2.368 -2.629 -3.899
H 4.528 -2.426 -2.676
H 3.373 -3.441 -1.836
Br -3.912 -0.595 1.181
C -2.669 -1.921 1.665
C -3.163 -2.999 2.394
C -2.291 -3.986 2.806
C -0.944 -3.865 2.484
C -0.560 -2.764 1.762
N -1.389 -1.793 1.333
C 0.859 -2.552 1.380
O 1.762 -3.296 1.509
O 0.981 -1.274 0.815
H -4.217 -3.044 2.629
H -2.655 -4.834 3.371
H -0.203 -4.596 2.776
N -1.552 -0.458 -1.060
C -2.446 -1.021 -1.675
N -3.296 -1.481 -2.370
C -4.256 -2.382 -2.530
N -5.094 -3.153 -2.687
F -2.073 4.103 4.995
C -2.930 3.615 4.098
F -3.831 2.861 4.734
F -3.561 4.630 3.513
C -2.195 2.759 3.078
C -1.275 1.819 3.519
C -0.633 1.039 2.587
N -0.910 1.131 1.267
C -1.806 2.045 0.848
C -2.452 2.888 1.727
H -1.038 1.710 4.568
H 0.118 0.320 2.883
H -2.004 2.079 -0.214
H -3.157 3.618 1.356

natural (NBO) atomic charge list, values in e, 5 entries:
1. V 1.342
2. C -0.562
3. C -0.518
4. S 0.356
5. C -0.549

***

Please write out number 2 again, unchanged.
Computed, not measured: C4H5NO2 in the gas phase, with ωB97M-V with the def2-TZVPD basis set.

SMILES string = O=CC(=O)N1CC1
Orbital gap = 9.811 eV
Electronic energy = -360.594386 hartree

Atoms and positions in Å:
O 1.714 1.565 0.900
C 1.992 0.498 0.418
C 0.963 -0.548 -0.021
O 1.366 -1.455 -0.714
N -0.317 -0.400 0.480
C -1.515 -0.726 -0.275
C -1.131 0.700 0.014
H 3.031 0.158 0.213
H -2.375 -1.172 0.223
H -1.375 -1.205 -1.245
H -0.787 1.310 -0.821
H -1.566 1.273 0.829

natural (NBO) atomic charge list, values in e, 5 entries:
1. O -0.473
2. C 0.352
3. C 0.566
4. O -0.534
5. N -0.427